i) {"formula": "C5H6OS", "method": "ωB97M-V with the def2-TZVPD basis set", "species": ["C", "C", "C", "C", "C", "H", "H", "H", "H", "H", "H", "O", "S"], "xyz": [[-1.729, 0.080, 0.177], [-0.215, -0.083, 0.475], [0.262, -1.314, -0.185], [1.721, 0.866, -0.409], [0.473, 1.166, -0.094], [-2.300, 0.959, 0.883], [-0.244, -0.080, 1.493], [-0.084, -1.527, -1.232], [-0.094, -2.103, 0.454], [2.671, 1.461, -0.784], [-0.195, 2.214, -0.320], [-2.370, -0.755, -0.495], [2.104, -0.884, 0.039]], "lowdin_charge": [-0.198, -0.456, -0.376, -0.396, -0.178, 0.173, 0.106, 0.116, 0.086, 0.108, 0.180, 0.010, 0.825], "lumo_ev": 0.8, "charge": 0, "smiles": "O=C[C@@H]1C=CSC1", "homo_energy_ha": -0.321, "gap_ha": 0.351, "molar_mass_g_mol": 114.17}

***

ii) {"formula": "C5H6OS", "method": "ωB97M-V with the def2-TZVPD basis set", "species": ["C", "C", "C", "C", "C", "H", "H", "H", "H", "H", "H", "O", "S"], "xyz": [[1.388, -0.350, 2.504], [0.843, -1.022, 1.316], [0.157, -0.507, 0.295], [-0.301, -1.460, -0.754], [-0.302, 0.893, 0.218], [1.086, -0.807, 3.423], [1.027, 0.684, 2.496], [2.449, -0.319, 2.481], [1.028, -2.075, 1.219], [0.223, -2.519, -0.636], [-0.503, 1.311, 1.199], [-1.049, -1.294, -1.680], [-0.477, 1.797, -1.138]], "lowdin_charge": [-0.057, -0.091, -0.292, -0.264, -0.592, 0.081, 0.075, 0.080, 0.101, 0.144, 0.047, 0.042, 0.725], "lumo_ev": -0.8, "charge": 0, "smiles": "C/C=C(/C=O)C=S", "homo_energy_ha": -0.319, "gap_ha": 0.289, "molar_mass_g_mol": 114.17}

***

Stability ranking, top and bottom: ii) is the most stable and i) is the least stable.

***

i) {"formula": "C5H6OS", "method": "ωB97M-V with the def2-TZVPD basis set", "species": ["C", "C", "C", "C", "C", "O", "S", "H", "H", "H", "H", "H", "H"], "xyz": [[0.359, 0.527, 1.019], [-0.532, 0.017, 1.886], [-0.759, -1.386, -0.017], [0.138, -0.134, -0.340], [0.446, 0.286, -1.560], [-1.195, -1.144, 1.524], [1.469, 1.578, -2.092], [0.969, 1.292, 1.238], [-0.522, 0.511, 2.862], [0.050, -2.175, 0.212], [0.117, -0.371, -2.500], [-1.624, -1.784, -0.684], [1.083, 2.782, -1.549]], "lowdin_charge": [-0.031, -0.149, 0.000, -0.300, -0.567, -0.108, 0.699, 0.056, 0.127, 0.141, 0.108, 0.149, -0.126], "lumo_ev": 0.7, "charge": 0, "smiles": "S/C=C1\\C=COC1", "homo_energy_ha": -0.298, "gap_ha": 0.325, "molar_mass_g_mol": 114.17}

***

ii) {"formula": "C5H6OS", "method": "ωB97M-V with the def2-TZVPD basis set", "species": ["C", "C", "C", "C", "C", "H", "H", "H", "H", "H", "H", "O", "S"], "xyz": [[-0.861, -0.027, -0.511], [0.057, 0.957, 0.275], [0.059, -0.966, 0.319], [1.414, -0.674, -0.313], [1.410, 0.656, -0.357], [-2.483, 0.125, 1.198], [-0.767, -0.072, -1.590], [-0.249, 1.968, 0.535], [-0.222, -1.967, 0.613], [2.147, -1.389, -0.659], [2.090, 1.375, -0.771], [0.033, 0.028, 1.383], [-2.628, -0.014, -0.123]], "lowdin_charge": [-0.538, -0.287, -0.274, -0.016, -0.012, -0.129, 0.096, 0.147, 0.144, 0.106, 0.103, -0.091, 0.751], "lumo_ev": 1.0, "charge": 0, "homo_energy_ha": -0.336, "gap_ha": 0.372, "molar_mass_g_mol": 114.17}

***

Stability ranking, top and bottom: ii) is the most stable and i) is the least stable.

***

i) {"formula": "C5H6OS", "method": "ωB97M-V with the def2-TZVPD basis set", "species": ["C", "C", "C", "C", "C", "H", "H", "H", "H", "H", "H", "O", "S"], "xyz": [[-0.206, 1.027, 0.693], [-0.448, -0.580, 0.975], [-0.544, 0.686, -0.851], [0.709, -0.150, -1.031], [0.632, -1.126, 0.076], [-1.044, 1.495, 1.135], [0.609, 1.626, 1.027], [-0.631, -1.087, 1.865], [-0.670, 1.655, -1.395], [1.057, -0.591, -1.978], [0.713, -2.310, -0.083], [1.723, -0.161, -0.084], [-1.901, -0.484, -0.349]], "lowdin_charge": [-0.157, -0.313, -0.442, -0.349, -0.284, 0.065, 0.100, 0.075, 0.122, 0.153, 0.191, -0.018, 0.858], "lumo_ev": 0.7, "charge": 0, "smiles": "C1[C@@H]2S[C@H]1[C@@H]1O[C@@H]12", "homo_energy_ha": -0.328, "gap_ha": 0.352, "molar_mass_g_mol": 114.17}

***

ii) {"formula": "C5H6OS", "method": "ωB97M-V with the def2-TZVPD basis set", "species": ["C", "C", "C", "C", "C", "H", "H", "H", "H", "H", "H", "O", "S"], "xyz": [[1.300, 1.678, -0.442], [2.019, 0.856, 0.318], [2.013, -0.623, 0.214], [1.021, -1.425, -0.161], [-0.980, -0.339, 0.394], [0.645, 1.341, -1.222], [1.400, 2.745, -0.335], [2.699, 1.271, 1.075], [2.935, -1.121, 0.493], [1.111, -2.499, -0.285], [-0.517, -0.352, 1.371], [-0.255, -0.982, -0.527], [-2.405, 0.350, 0.074]], "lowdin_charge": [0.024, -0.163, -0.083, -0.119, -0.761, 0.064, 0.061, 0.103, 0.105, 0.123, 0.079, -0.124, 0.691], "lumo_ev": 0.3, "charge": 0, "smiles": "C=C/C=C\\OC=S", "homo_energy_ha": -0.329, "gap_ha": 0.340, "molar_mass_g_mol": 114.17}

***

Stability ranking, top and bottom: ii) is the most stable and i) is the least stable.

***

i) {"formula": "C8H13NO2", "method": "ωB97M-V with the def2-TZVPD basis set", "species": ["C", "C", "C", "C", "C", "C", "C", "C", "H", "H", "H", "H", "H", "H", "H", "H", "H", "H", "H", "H", "H", "N", "O", "O"], "xyz": [[0.931, 0.837, -1.352], [0.066, 0.544, -0.040], [-1.397, 0.509, -0.431], [-0.576, -0.839, -0.130], [-0.783, -2.041, -1.341], [-1.688, -2.747, -0.292], [-0.809, -1.971, 0.934], [0.676, 0.965, 1.267], [2.413, 2.397, -0.823], [0.625, 2.782, -1.105], [0.301, 0.620, -2.426], [1.801, 0.108, -1.491], [-2.276, 0.932, 0.304], [-1.490, 0.642, -1.661], [-1.054, -1.749, -2.390], [0.295, -2.542, -1.444], [-2.764, -2.342, -0.720], [-1.618, -3.898, -0.133], [-1.509, -1.737, 1.597], [0.204, -3.012, 1.064], [2.354, 1.646, 1.557], [1.327, 2.257, -1.398], [1.696, 1.663, 0.820], [0.167, 0.689, 2.400]], "lowdin_charge": [-0.218, -0.321, -0.025, -0.297, -0.165, -0.215, -0.068, -0.413, 0.199, -0.016, 0.157, 0.127, 0.156, 0.145, 0.089, 0.117, 0.148, 0.099, 0.020, 0.231, 0.168, -0.035, 0.046, 0.073], "lumo_ev": 0.4, "charge": 0, "homo_energy_ha": -0.316, "gap_ha": 0.332, "molar_mass_g_mol": 155.20}

***

ii) {"formula": "C8H13NO2", "method": "ωB97M-V with the def2-TZVPD basis set", "species": ["C", "C", "C", "C", "C", "C", "C", "C", "N", "O", "O", "H", "H", "H", "H", "H", "H", "H", "H", "H", "H", "H", "H", "H"], "xyz": [[2.183, -0.312, 0.895], [0.220, -0.694, 2.272], [3.509, -0.440, 0.957], [-0.430, -0.517, -0.053], [-0.035, 1.515, -1.432], [-0.987, -0.626, -2.492], [-1.871, 0.412, 1.655], [-0.952, 0.308, -1.242], [-0.728, -0.419, 1.185], [-0.244, -0.602, 3.395], [1.471, -0.871, 2.003], [3.972, -1.139, 1.622], [4.071, -0.309, 0.099], [0.401, -1.281, -0.308], [-0.219, 2.174, -2.193], [0.926, 1.135, -1.690], [0.192, 1.980, -0.329], [-1.414, -1.568, -2.177], [-0.011, -0.784, -2.818], [-1.455, -0.275, -3.378], [-2.741, 0.081, 1.224], [-2.066, 0.166, 2.657], [-1.818, 1.504, 1.316], [-1.973, 0.563, -1.168]], "lowdin_charge": [-0.165, -0.484, -0.065, -0.002, -0.053, -0.052, 0.024, -0.352, 0.001, 0.103, 0.018, 0.035, -0.002, 0.157, 0.044, 0.060, 0.139, 0.081, 0.057, 0.073, 0.061, 0.076, 0.138, 0.110], "lumo_ev": [-0.6, -0.6], "charge": 0, "homo_energy_ha": [-0.271, -0.271], "gap_ha": [0.249, 0.249], "molar_mass_g_mol": 155.20}

***

Stability ranking, top and bottom: ii) is the most stable and i) is the least stable.

***

i) {"formula": "C6H10IN", "method": "ωB97M-V with the def2-TZVPD basis set", "species": ["C", "C", "C", "C", "C", "C", "N", "I", "H", "H", "H", "H", "H", "H", "H", "H", "H", "H"], "xyz": [[0.124, 0.055, -2.154], [0.803, 2.103, 1.982], [0.360, -0.394, 1.766], [-0.899, -2.324, -1.819], [-0.093, 0.893, 1.739], [-0.851, -0.744, -1.824], [1.041, 0.805, -2.536], [-2.595, 0.191, -0.967], [0.440, 3.127, 1.620], [1.188, 2.150, 3.059], [1.653, 1.900, 1.349], [1.865, 0.966, -1.914], [-0.408, -1.111, 1.626], [1.396, -0.623, 1.816], [-0.138, -2.600, -1.147], [-1.752, -2.642, -1.293], [-0.968, -2.724, -2.837], [-1.165, 0.973, 1.535]], "lowdin_charge": [-0.303, -0.122, -0.020, -0.120, -0.258, -0.689, 0.133, 0.834, 0.088, 0.094, 0.043, 0.085, 0.028, 0.045, 0.050, 0.017, 0.082, 0.014], "lumo_ev": -0.1, "charge": 0, "smiles": "CC(I)=C=N.C=CC", "homo_energy_ha": -0.315, "gap_ha": 0.311, "molar_mass_g_mol": 223.06}

***

ii) {"formula": "C6H10IN", "method": "ωB97M-V with the def2-TZVPD basis set", "species": ["C", "C", "C", "C", "C", "C", "N", "I", "H", "H", "H", "H", "H", "H", "H", "H", "H", "H"], "xyz": [[-1.325, -1.690, -0.501], [2.163, 0.937, 0.004], [0.226, 1.618, -1.346], [-0.950, -0.562, 1.817], [1.001, 0.617, -0.855], [-1.554, -0.802, 0.424], [-1.228, -2.693, -1.157], [-3.404, 0.324, 0.111], [3.059, 0.474, -0.487], [2.356, 1.986, -0.004], [2.142, 0.586, 1.023], [-0.693, -2.831, -1.935], [-0.698, 1.326, -1.891], [0.413, 2.671, -1.099], [-1.423, -1.159, 2.586], [0.096, -0.764, 1.773], [-0.915, 0.443, 2.220], [0.733, -0.480, -0.683]], "lowdin_charge": [-0.332, -0.140, -0.010, -0.150, -0.257, -0.696, 0.203, 0.755, 0.089, 0.056, 0.061, 0.039, 0.045, 0.064, 0.070, 0.047, 0.066, 0.090], "lumo_ev": -0.1, "charge": 0, "smiles": "CC(I)=C=N.C=CC", "homo_energy_ha": -0.309, "gap_ha": 0.305, "molar_mass_g_mol": 223.06}

***

Stability ranking, top and bottom: i) is the most stable and ii) is the least stable.